The following is a quantum chemistry calculation of C37H33BN10O5STi as an isolated structure at a distorted geometry, from the Open Molecules 2025 dataset.

```
88
Properties=species:S:1:pos:R:3:forces:R:3
Ti 0.103 -0.262 0.313 -0.26 -1.07 -1.85
C -0.811 -3.798 1.612 -0.06 0.11 0.00
C -0.543 -3.433 0.193 0.03 -0.17 -0.11
C -0.632 -4.279 -0.922 -0.03 0.02 0.05
C -0.067 -3.578 -1.961 -0.20 0.07 0.08
N 0.331 -2.377 -1.505 -0.02 -0.26 -0.32
N -0.006 -2.268 -0.184 -0.11 -1.11 -0.19
B 1.505 -1.501 -2.059 0.19 0.32 0.26
N 2.464 -1.208 -0.834 0.22 0.02 -0.35
C 3.768 -1.493 -0.689 0.01 0.02 0.02
C 4.226 -0.892 0.466 -0.02 0.02 0.07
C 3.123 -0.221 1.001 0.07 -0.09 -0.22
C 3.028 0.665 2.196 -0.04 -0.24 0.01
N 2.068 -0.432 0.205 1.53 -0.16 0.08
N 0.953 -0.122 -2.498 0.04 0.06 -0.45
C 1.224 0.591 -3.608 -0.02 0.04 0.11
C 0.925 1.909 -3.360 -0.16 -0.01 -0.02
C 0.467 1.950 -2.038 0.12 -0.12 -0.09
C 0.185 3.205 -1.281 -0.07 -0.06 0.03
N 0.446 0.709 -1.529 0.08 0.58 -1.14
N 2.291 -2.256 -3.098 -0.06 -0.37 -0.01
C 2.782 -3.521 -2.927 -0.07 0.01 0.04
C 3.724 -3.746 -3.886 0.03 0.00 -0.03
C 3.781 -2.540 -4.627 -0.03 -0.12 0.16
C 4.671 -2.228 -5.781 -0.05 0.02 0.00
N 2.928 -1.661 -4.142 0.07 0.29 -0.07
H -1.645 -4.492 1.683 -0.04 0.01 0.00
H 0.073 -4.306 2.004 0.00 0.01 0.01
H -0.987 -2.927 2.234 0.00 0.03 0.03
H -1.032 -5.279 -0.947 0.01 0.00 0.01
H 0.078 -3.865 -2.989 0.12 0.04 0.01
H 4.302 -2.085 -1.412 -0.07 -0.02 -0.05
H 5.221 -0.944 0.870 0.01 0.08 -0.02
H 3.992 1.126 2.402 0.00 0.02 0.00
H 2.292 1.448 2.021 0.02 0.05 0.07
H 2.732 0.092 3.076 -0.02 0.04 0.02
H 1.653 0.112 -4.467 0.04 -0.05 -0.02
H 1.030 2.741 -4.035 0.05 0.01 0.01
H 1.126 3.588 -0.879 -0.04 0.02 0.05
H -0.215 3.961 -1.957 0.05 0.02 -0.01
H -0.489 3.061 -0.444 -0.02 0.03 0.00
H 2.435 -4.153 -2.125 0.03 -0.01 -0.01
H 4.302 -4.640 -4.048 -0.02 -0.02 0.03
H 4.461 -2.892 -6.620 0.02 0.03 -0.03
H 4.534 -1.198 -6.101 -0.01 0.00 -0.01
H 5.714 -2.370 -5.498 0.01 0.01 -0.04
O -0.641 2.412 5.631 -0.12 0.00 0.03
C -0.674 1.838 4.587 0.06 0.07 0.03
C -0.458 0.323 4.366 -0.02 -0.16 0.22
O -0.550 -0.544 5.193 0.09 0.03 -0.02
C -0.215 0.215 2.921 -0.31 0.56 -0.65
C -0.434 1.431 2.287 0.12 -0.62 0.92
O -0.317 1.383 0.967 -0.74 2.47 0.75
C -0.890 2.467 3.193 -0.10 0.05 -0.20
O -1.404 3.532 2.939 0.06 0.05 0.00
O 0.053 -0.777 2.128 -0.09 -0.50 2.89
C -3.628 -2.495 0.659 0.01 0.01 0.01
C -3.581 -2.307 -0.715 0.02 -0.10 0.05
C -3.227 -1.082 -1.244 -0.02 0.39 -0.04
C -2.882 -0.028 -0.391 -0.34 -0.85 0.50
C -2.836 -0.251 0.991 -0.36 0.37 -0.37
C -3.236 -1.474 1.508 -0.09 -0.10 -0.05
H -4.001 -3.425 1.064 0.07 -0.05 0.02
H -3.879 -3.104 -1.382 -0.01 0.00 -0.01
H -3.331 -0.922 -2.309 0.06 -0.02 -0.01
H -2.637 0.568 1.667 0.16 -0.07 0.07
H -3.293 -1.606 2.580 0.13 0.01 0.01
S -3.345 5.459 -2.630 0.09 -0.04 -0.15
C -3.127 3.854 -2.024 0.08 -0.29 0.04
C -2.632 2.776 -2.769 -0.07 0.18 -0.10
C -2.502 1.546 -2.196 0.07 -0.22 0.23
N -2.841 1.309 -0.905 -0.10 0.78 -0.46
C -3.310 2.350 -0.163 -0.02 -0.32 0.06
C -3.458 3.597 -0.682 -0.02 0.34 -0.19
C -2.668 5.343 -4.284 -0.12 0.09 0.23
C -1.398 5.842 -4.526 0.01 -0.02 0.00
C -0.926 5.800 -5.832 -0.04 -0.02 0.05
N -1.630 5.304 -6.843 0.09 0.00 -0.12
C -2.848 4.838 -6.596 -0.05 -0.03 0.04
C -3.424 4.838 -5.331 0.02 0.03 -0.02
H -2.335 2.898 -3.800 0.03 -0.03 0.01
H -2.110 0.709 -2.754 0.05 -0.01 0.03
H -3.604 2.136 0.852 0.03 -0.03 0.00
H -3.848 4.384 -0.052 0.04 -0.03 0.07
H -0.801 6.262 -3.728 0.01 0.01 -0.01
H 0.058 6.184 -6.077 0.00 0.00 0.04
H -3.392 4.455 -7.451 -0.04 -0.01 0.04
H -4.429 4.470 -5.173 -0.01 0.00 -0.02
```
Positions in Å, forces in eV/Å.

## Properties
- net charge = +1
- 2S+1 = 2
- gap between HOMO and LUMO (spin up / spin down) (eV) = 5.78 / 6.86
- LUMO energy (spin up / spin down) (eV) = -4.018 / -4.041
- energy above the lowest of the compared OMol25 structures with the same formula, charge and spin (kJ/mol) = 0.00
- E_HOMO (spin up / spin down) (eV) = -9.80 / -10.90

Atomic partial charges in e from the Mulliken method, atoms 1 to 2: number 1, Ti, carries -1.01; number 2, C, carries -1.51